256
Properties=species:S:1:pos:R:3:forces:R:3 method="wB97M-V/def2-TZVPD" molar_mass_g_mol=1383.04 e_lumo_ha=0.0154 orbital_gap_ev=8.6880
H -0.066 3.063 -3.111 0.1 0.4 -0.8
H 0.941 -7.391 -3.244 0.0 0.0 -1.3
H 2.572 4.138 1.906 0.4 -0.5 -0.4
H 1.412 5.194 -1.358 -0.8 -0.7 0.0
H -0.463 3.220 -4.897 -0.1 -0.9 -0.2
C 4.774 0.911 -2.407 -1.5 -2.1 -0.3
C -7.438 3.932 -3.219 1.4 -1.3 -0.7
H -4.199 7.557 2.250 0.7 -0.8 -0.5
C 5.382 -6.187 2.967 -0.6 3.1 -0.9
C -7.621 -0.928 0.980 -0.8 2.3 0.6
H -9.695 4.373 2.353 -0.4 -0.2 -0.1
H 6.614 0.345 3.135 -0.1 -0.3 0.3
H 3.949 -0.646 -6.964 0.7 -0.2 -0.5
H -1.111 7.173 -0.898 0.3 -0.8 0.6
H 0.632 1.113 1.314 0.8 0.2 -0.1
H 5.674 -12.054 5.011 0.6 -1.1 -0.5
H -0.376 2.358 -0.639 0.7 0.2 -1.0
H 2.979 8.489 -5.873 0.0 0.4 -0.5
H -6.195 2.297 -3.867 -0.6 0.2 1.0
O -1.987 -3.277 1.964 -0.8 0.8 -0.4
C -1.993 1.914 3.994 1.5 0.2 -0.1
H 4.035 2.208 2.714 1.3 0.4 -0.1
H -3.881 -0.820 3.259 0.0 1.2 0.9
H 3.130 0.799 6.524 0.5 0.1 -0.3
C 5.451 -8.826 4.935 2.4 0.0 -1.6
H 3.593 -3.839 -1.188 -0.1 0.0 1.3
H 1.344 3.044 1.565 -1.6 -0.4 -0.2
C -0.922 1.899 0.151 -0.6 -0.7 0.5
H -1.048 -5.083 1.803 -0.2 0.4 0.0
N -6.775 1.987 -1.823 -0.9 0.9 0.2
N -5.417 5.931 1.687 1.1 0.0 1.2
H 0.704 4.289 -4.237 0.4 0.1 0.4
H -3.678 6.546 -6.706 -0.2 -1.3 -1.1
H 0.774 -7.723 -1.587 0.5 0.1 0.4
H -8.984 5.455 -4.541 0.9 -0.5 -0.2
H 0.622 -1.538 1.613 0.4 0.3 -0.8
H -4.438 -0.477 -1.147 -0.3 -0.7 0.3
H 7.370 -7.851 4.902 0.5 0.2 0.3
H -2.799 -2.910 3.780 0.1 -1.1 1.9
H 2.873 0.416 4.759 0.9 -0.7 -0.7
H -3.062 0.198 -2.379 0.5 0.5 -0.9
C -0.201 3.738 -3.990 -0.2 0.2 0.9
O 2.910 3.028 0.178 -0.2 1.1 0.9
C 4.401 -2.147 4.008 -1.4 -0.2 0.2
C 3.052 2.045 2.369 -2.5 -1.5 0.5
H 0.442 -6.033 -2.111 0.6 -1.2 -0.6
O 6.069 -10.085 5.174 -1.1 -0.9 -0.7
H -6.245 2.283 4.837 0.2 -0.5 -0.2
H 5.293 -4.461 -4.198 -0.6 -0.3 0.0
O -2.193 1.486 -0.308 -0.3 -0.3 0.0
O 2.591 -3.020 0.538 0.4 0.0 -0.4
O 2.547 0.930 -1.544 -0.8 -1.0 1.1
H -4.933 -2.025 -1.865 0.2 -0.1 0.4
C 3.454 -7.311 -2.665 -0.8 -1.5 0.8
H 1.361 6.641 -5.278 0.5 0.8 0.7
H 1.579 -2.365 -1.179 0.5 0.3 -0.7
H 0.413 1.082 4.198 0.2 0.0 0.1
H -5.960 5.888 3.667 0.4 1.0 -0.1
H 3.174 -3.621 5.670 0.9 1.1 1.2
O 2.454 -6.460 -2.086 -0.9 -1.2 -1.0
H -7.642 6.214 -5.430 0.0 0.4 0.1
H -1.746 2.768 4.661 -0.1 -0.6 0.5
H 4.214 -1.842 1.512 0.0 -0.4 0.1
H 4.172 -7.114 0.209 -0.4 0.0 -0.1
C -7.705 5.931 2.759 -0.8 0.5 -1.2
H 3.077 8.910 -4.132 0.0 0.9 0.1
H 2.815 6.049 -0.886 0.0 -0.3 -0.8
C -2.494 -4.928 -2.446 1.8 -1.6 -1.2
H -8.187 6.127 1.800 -0.5 0.4 -0.2
H 4.145 -2.071 -3.001 0.7 -0.1 -0.2
H -3.450 -2.920 0.217 -0.7 0.0 0.2
H -7.298 -1.305 1.945 0.6 0.0 0.1
C 1.451 6.947 -3.189 -0.6 -3.8 -0.2
H 7.504 -5.579 -0.653 -0.3 0.2 -0.1
H 6.795 -2.742 -4.594 -0.8 0.8 0.5
O 5.912 -5.312 0.673 0.7 -0.3 1.7
H 0.743 9.290 -4.284 0.0 0.5 0.0
H -3.725 5.513 -4.536 0.0 0.5 0.1
C -3.174 7.048 -5.934 1.0 0.0 0.9
H -0.622 -0.802 -0.400 -0.7 -0.8 -0.5
H 4.682 -6.942 2.665 -0.3 -0.4 -0.5
H 4.189 -3.159 7.178 -0.3 0.3 -0.5
H -4.748 -2.238 2.724 0.1 -0.4 0.5
C 1.084 -1.216 0.621 -0.6 -2.2 1.0
C -2.936 2.520 -0.902 0.0 0.2 -0.6
H 6.314 -2.298 3.068 -0.3 0.5 0.5
H -3.469 3.142 -0.163 0.2 -0.1 -0.1
H 5.323 -8.385 5.857 -1.3 1.0 2.1
H -1.186 1.969 3.254 -0.2 -0.1 -0.2
H -8.618 -0.508 1.173 -0.1 -0.3 -0.1
H -2.989 -6.254 -0.849 0.4 0.9 0.1
C 2.393 3.112 1.519 2.1 0.5 -0.3
H 2.926 -2.747 -5.026 -0.4 -0.3 -0.3
H -1.817 -3.187 -2.198 0.3 0.0 -0.9
H -3.441 -1.028 -3.628 -0.4 -0.1 -0.4
C 6.460 -5.851 1.891 -1.4 -0.5 0.3
H 6.532 -8.277 -1.780 1.2 -0.1 0.7
H 4.210 0.647 -0.421 0.1 -0.7 0.9
O -7.002 4.696 -4.348 -0.2 -1.3 1.3
C 5.990 -0.233 3.835 -0.9 0.5 0.1
C 4.712 -2.565 -3.822 -1.1 -0.8 -0.1
C -1.029 0.346 5.577 -1.1 0.8 0.2
N 0.459 8.421 -4.709 -0.6 0.5 -0.1
H -7.275 1.824 1.530 -0.6 0.0 -0.2
C -4.016 6.508 1.852 -1.6 0.7 1.3
H 4.081 -4.370 0.507 0.9 0.2 0.2
N 4.935 -1.229 1.866 -0.2 0.4 1.1
H -0.314 8.083 -4.123 0.0 0.1 -0.5
O -1.885 6.370 0.907 -0.5 -0.2 -0.6
C 6.962 -4.781 -0.117 0.1 -1.4 0.5
H -3.119 3.241 2.898 -0.3 0.4 0.0
C -2.546 -2.373 2.923 0.5 0.6 -0.5
H 6.448 -4.126 -0.743 -0.3 1.1 -1.6
H 2.687 -4.977 -0.217 -0.9 -0.5 -0.1
C -6.522 2.320 -0.401 0.1 -0.1 -0.7
H -5.753 1.250 3.399 -0.3 -1.2 0.0
O 4.656 -2.434 -6.209 -0.9 0.2 -0.9
C 3.273 -4.088 -0.123 -0.4 0.8 -1.2
C -0.219 0.724 0.784 0.7 0.8 -1.0
H 3.081 -8.397 -2.685 0.4 1.2 0.3
H 1.889 0.527 -0.900 0.4 0.2 -1.4
C -2.877 6.216 -4.703 -0.4 -1.8 0.7
H -3.622 5.748 -0.146 0.2 -0.7 0.2
H 2.399 2.023 5.352 0.8 -0.7 0.3
H 2.017 -0.743 0.875 0.4 0.6 0.0
O -7.760 4.577 2.986 -0.5 -1.7 0.7
H 6.358 -1.078 -3.790 -0.1 -1.2 -0.8
H -3.535 1.614 2.545 -0.2 -0.9 -0.5
H 2.448 1.812 3.293 0.4 0.5 -1.0
H 5.807 0.837 -2.163 0.8 -0.2 0.5
C 6.175 -2.194 -3.832 0.6 1.5 -0.1
H 3.653 -7.122 -3.744 0.1 0.6 0.7
N 4.321 -7.877 -0.445 0.9 -0.2 0.6
H 4.074 -3.057 3.474 0.4 -0.6 0.8
H -9.004 2.962 3.277 -0.1 0.5 -0.1
C 3.863 -2.208 -5.068 2.1 0.5 1.1
O -6.825 0.168 0.473 0.7 -3.1 -0.2
C 5.497 -1.545 3.218 1.2 0.2 -1.8
N 4.684 -4.003 -3.526 1.5 1.0 0.3
H -8.135 6.576 3.537 -0.7 -0.5 0.1
H -8.325 3.373 -3.454 -0.9 0.0 -0.2
H -8.412 1.426 0.126 0.1 0.1 0.3
C -3.253 2.259 3.351 -1.6 1.2 0.1
H 3.684 -1.145 -4.914 -0.4 0.4 -0.5
C -7.887 5.723 -4.492 -2.0 1.8 -0.2
C -3.836 -1.638 2.603 0.2 -1.8 -2.1
H 4.649 0.398 -3.373 -0.1 0.4 0.1
C -4.238 -2.145 0.229 0.2 -0.7 0.8
C -1.680 5.288 -4.889 0.3 0.2 0.2
N 0.216 -0.348 -0.117 0.4 1.6 0.4
H -1.019 2.666 0.911 -0.2 0.4 0.5
H -2.253 7.501 -6.305 -0.2 0.3 0.0
H 3.753 7.478 -4.671 -0.1 -0.6 -0.2
C -6.393 2.862 -2.909 1.0 0.0 -0.7
H -1.049 1.036 6.437 0.0 0.5 -0.5
H -0.896 5.892 -5.345 0.7 0.1 0.3
H 4.553 -8.979 4.336 -0.1 0.5 0.0
C 4.683 -7.291 -1.725 0.0 2.0 -2.1
C -2.298 -5.381 -1.007 -0.5 -0.9 -0.1
H -1.802 -1.605 3.137 0.1 0.0 0.2
H -6.784 3.373 -0.150 0.1 -0.6 -0.5
C -6.313 6.397 2.744 1.5 -0.5 1.0
H 3.666 -0.822 -1.399 0.4 -0.1 0.1
H -5.962 2.927 3.239 0.5 0.3 0.2
H 5.444 -8.945 -2.817 -0.5 -0.9 -0.8
H 0.004 6.332 0.346 -0.1 0.7 -0.5
H -1.860 4.492 -5.600 -0.6 -0.2 -0.5
H -1.751 -0.855 -3.176 0.0 0.4 0.1
H -1.298 -0.568 6.036 0.1 -1.4 0.4
O 4.774 -2.274 5.387 -0.7 -0.5 -0.5
H -2.138 -5.829 -3.111 -1.5 1.6 0.9
H 6.527 -2.511 -2.871 0.4 -0.4 0.6
C 1.562 7.498 -4.563 0.2 -0.9 -1.1
O -1.654 -3.858 -2.902 -0.3 0.1 1.6
C 3.725 -2.778 6.252 -0.2 -1.0 -2.1
H -0.381 -4.100 3.082 0.2 0.6 0.0
H 6.289 -7.463 -3.288 -0.2 0.4 -0.2
H -3.365 6.006 2.650 -1.3 0.2 -1.1
H -7.635 4.561 -2.375 0.0 0.6 0.7
H 3.227 -1.989 -7.734 -0.2 -0.7 0.1
H -5.437 2.178 -0.193 -0.7 0.1 0.4
C -2.776 -0.763 -2.819 -0.1 0.3 0.5
H -1.309 -5.774 -0.773 0.2 0.3 -0.2
H 3.489 -1.539 3.805 0.4 0.3 0.8
C -9.087 4.057 3.195 1.1 0.7 0.4
C 1.089 -6.949 -2.293 0.3 2.0 1.6
C 2.914 8.136 -4.863 -0.3 -0.6 0.6
H 7.199 -5.157 2.312 0.0 -0.3 0.0
H -2.950 0.510 4.977 -0.9 -0.2 0.5
H -7.728 -1.713 0.275 0.3 -0.7 -0.8
C 2.421 5.348 -1.675 0.8 1.8 -0.1
H -5.240 -2.661 0.485 1.2 0.8 -0.4
H -9.474 4.491 4.134 -0.1 -0.3 -0.3
H 0.635 -3.228 -0.033 -0.3 -0.2 0.0
O -2.919 -1.630 -1.739 0.6 -1.6 1.0
H 4.492 -10.996 4.147 0.0 -0.3 -0.3
H -3.924 7.744 -5.650 -0.3 1.3 0.3
C 0.335 0.306 4.971 -0.3 -1.5 -1.4
N -3.803 -1.188 1.249 0.3 0.3 -1.0
H 6.826 -6.815 1.664 1.6 -0.9 -0.5
H 2.642 2.230 -0.304 -0.2 -0.1 0.0
C -4.203 -1.578 -1.161 -0.7 1.9 -0.8
H 5.003 -6.200 -1.646 -0.5 -1.1 0.2
C 5.102 -11.169 5.026 0.4 1.5 1.2
H -1.934 -4.819 3.283 -0.6 -0.5 0.6
H -3.663 2.100 -1.615 0.1 -0.1 0.5
H 4.874 -5.223 3.070 -0.7 -0.2 -0.2
C 4.183 -1.672 -7.326 -0.2 0.4 0.6
C 6.501 -7.801 4.277 -2.3 -1.3 1.4
C -0.968 6.322 -0.177 0.5 0.7 0.9
H -7.917 6.424 -3.614 0.6 -0.2 -0.7
H -2.591 6.555 -2.641 -0.3 0.8 -1.3
H -0.929 5.360 -0.657 -0.7 -0.5 -0.7
N -2.056 0.581 4.553 1.4 0.6 0.3
H -5.409 3.314 -2.758 0.1 0.5 0.3
H 3.007 1.103 1.779 0.4 0.4 0.4
H 5.142 -8.335 -0.026 -0.3 0.0 -0.5
H -4.157 -0.260 1.174 -0.6 0.4 -0.6
C -3.259 6.509 0.548 0.7 -0.2 0.2
H 6.513 -5.726 4.513 -0.3 -0.6 0.2
H 4.508 1.940 -2.503 -0.2 0.7 0.0
H 0.434 6.404 -3.187 1.1 0.8 0.5
H -3.295 7.866 -3.571 0.4 -0.7 0.6
H -2.288 3.135 -1.532 0.1 0.3 0.1
H -0.807 0.379 1.581 -1.4 -0.9 1.1
H 2.998 -1.981 6.409 -0.1 0.0 0.4
C 2.548 0.940 5.618 -1.7 1.6 0.7
H 1.480 7.635 -2.391 0.1 1.3 0.9
H -2.544 -4.574 -0.329 0.0 0.0 0.4
O -1.262 4.634 -3.676 -0.3 0.6 -0.6
H -3.531 -4.597 -2.517 -0.2 -0.5 -0.6
C 3.813 0.253 -1.344 0.5 2.5 -1.1
C -5.618 2.158 3.945 0.4 1.3 0.0
H 3.035 4.458 -1.634 -0.2 -0.1 -0.3
H 3.741 -4.275 -3.557 -1.2 -1.2 -0.3
H -3.399 7.412 -0.020 0.0 0.9 -0.1
H 4.913 -1.732 -8.136 0.1 0.3 0.3
C -1.313 -4.331 2.562 0.6 -1.0 -0.4
H 5.638 -1.097 1.168 0.4 0.0 -0.2
O 2.454 5.939 -2.992 0.0 -0.1 0.8
H 7.697 -4.257 0.473 0.2 0.4 0.4
N -2.633 7.078 -3.545 0.0 0.2 0.3
H -6.626 1.037 -2.058 0.2 -0.8 0.3
H 4.443 -11.287 5.908 0.1 0.5 -0.2
O 1.263 0.498 5.994 -0.4 -1.1 0.3
O -4.263 2.282 4.383 -0.1 0.1 -0.6
C 5.796 -7.998 -2.492 -0.3 -0.2 1.2
H 0.336 -0.727 4.385 0.8 1.7 1.1
H -5.796 6.231 0.820 -0.1 0.3 -1.1
C -7.378 1.414 0.505 0.5 2.0 0.1
H -6.411 7.501 2.854 0.7 -0.3 0.0
C 1.451 -2.513 -0.123 -0.5 0.1 1.1
H 5.038 0.351 3.966 1.0 -0.2 0.1
H 6.736 -8.216 3.321 0.4 0.2 -0.9
N 5.839 -6.473 4.285 2.0 -0.7 -0.1
H 6.488 -0.336 4.815 -0.2 -0.1 -0.5